{
  "formula": "H26O13",
  "method": "ωB97M-V with the def2-TZVPD basis set",
  "fmax_ha_per_bohr": 0.05578,
  "de_lowest_kj_mol": 595.36,
  "homo_ha": -0.3456,
  "symbols": ["H", "H", "H", "H", "H", "H", "H", "H", "H", "H", "H", "H", "H", "H", "H", "H", "H", "H", "H", "H", "H", "H", "H", "H", "H", "H", "O", "O", "O", "O", "O", "O", "O", "O", "O", "O", "O", "O", "O"],
  "positions_angstrom": [[-0.8623, -0.5834, 1.3009], [-0.3158, 0.6336, 0.5727], [1.7684, -2.3027, -0.1418], [0.4164, -1.6193, -0.0186], [1.7822, 1.6921, 0.2239], [1.6183, 1.3974, -1.2581], [2.4529, 4.5339, 0.3855], [2.9087, 3.0861, 0.4632], [4.2294, -1.5595, 0.9870], [3.3330, -0.3353, 0.8977], [2.0541, -1.4323, 1.4874], [1.6111, -0.0952, 0.9166], [-0.6534, -0.1627, 3.1759], [-0.0582, -1.3423, 3.9271], [-1.6283, -3.7648, -1.7862], [-1.7050, -2.2899, -1.4273], [-3.2235, 2.7140, 1.0551], [-2.4839, 3.2444, -0.1622], [-3.2421, -1.7398, -2.6164], [-2.4523, -0.6556, -1.9017], [1.5216, -0.8627, -1.6076], [2.8215, -0.3487, -2.2042], [-4.1412, -0.3422, 1.9258], [-4.0347, 1.1127, 2.3524], [-1.3609, 2.4051, -3.0975], [-0.0972, 1.5636, -3.0266], [-1.1064, 0.0884, 0.6544], [0.9542, -2.1354, -0.6297], [2.2621, 1.3572, -0.5419], [2.4646, 3.7128, -0.1191], [3.6101, -1.0318, 1.5036], [1.2859, -0.8551, 1.4122], [-0.1393, -0.9670, 3.0431], [-1.1377, -3.0644, -1.3416], [-2.6485, 2.4345, 0.3339], [-3.1614, -0.7822, -2.5422], [2.3523, -1.1636, -1.9927], [-3.9014, 0.2144, 2.6752], [-0.8670, 1.8239, -2.5082]]
}